This record from the Open Molecules 2025 dataset describes C4H6N2O in the gas phase. The level of theory is ωB97M-V/def2-TZVPD.

Calculated values
Highest occupied orbital energy in eV: -8.400
Lowest unoccupied orbital energy in Ha: 0.026
Electronic energy in eV: -9268.819
HOMO-LUMO gap in eV: 9.1157
2S+1: 1
Total charge: 0
Relative energy (zero: lowest compared OMol25 entry of this formula, charge and spin) in eV: 4.6833

Each line ends with the natural charge from an NBO analysis.
Element x y z (Å)
N: 1.806 -1.544 -0.648  -0.718
C: 0.999 -0.685 -0.200  0.701
O: 1.273 0.441 0.461  -0.484
C: 0.203 1.397 0.276  -0.150
C: -0.756 0.860 -0.827  -0.126
C: -1.604 -0.120 -0.131  -0.274
N: -0.365 -0.807 -0.556  -0.510
H: 2.762 -1.226 -0.517  0.364
H: -0.280 1.521 1.259  0.162
H: 0.669 2.345 -0.002  0.199
H: -2.421 -0.543 -0.718  0.210
H: -1.816 -0.091 0.939  0.192
H: -0.470 -1.511 -1.274  0.435